Formula: Cl6Na4O12
Source: the OMol25 dataset
Level of theory: ωB97M-V/def2-TZVPD

Summary:
E_HOMO ... -1.02 eV
Calculated total energy ... -117350.955 eV

Structure (ORCA input):
```
! RIJCOSX wB97M-V def2-TZVPD def2/J DEFGRID3
* xyz -2 1
O -3.980 -1.732 -2.073
Cl -0.613 -3.889 1.032
O 2.034 2.463 -0.994
Cl -4.391 -1.761 -3.512
O 4.199 -1.602 5.421
O 3.031 1.652 -2.869
Cl 4.864 -0.706 4.356
Na -1.146 -2.189 3.191
O 1.187 0.346 -1.962
O -1.736 0.173 2.097
Na -1.354 2.890 -2.506
Cl -3.556 1.615 -3.633
Cl -1.790 0.532 0.769
O -0.934 -0.400 0.063
O 0.820 2.338 -3.077
O 5.660 -1.345 3.254
Cl 1.798 1.629 -2.156
O -3.162 0.435 0.240
Na -1.098 -0.138 -2.119
O -1.387 1.954 0.563
O 1.028 -0.600 2.856
Na 0.524 -1.666 1.059
*
```

***

Formula: Cl8Na3O24
Source: the OMol25 dataset
Level of theory: ωB97M-V/def2-TZVPD

Summary:
E_HOMO ... 3.15 eV
Calculated total energy ... -162520.693 eV

Structure (ORCA input):
```
! RIJCOSX wB97M-V def2-TZVPD def2/J DEFGRID3
* xyz -5 1
Cl 11.874 5.240 14.660
Cl 7.892 10.863 9.902
O 6.798 6.634 15.257
O 11.435 11.101 5.469
O 11.898 9.494 14.150
Cl 10.743 11.065 6.681
Cl 6.366 6.324 7.958
O 15.118 10.112 11.241
O 5.382 5.968 13.388
O 5.369 6.070 8.820
O 10.833 9.736 7.113
O 7.627 6.636 8.534
O 12.223 4.022 15.373
O 6.687 5.098 7.180
Cl 11.003 6.204 10.656
O 7.435 7.217 12.979
O 9.611 10.247 14.468
Na 8.511 9.052 7.174
O 16.107 12.022 10.154
Na 8.621 4.891 12.244
Cl 10.959 10.277 14.987
O 5.887 7.422 7.240
Na 10.448 9.085 11.727
O 10.898 9.819 16.407
O 15.810 11.683 12.470
Cl 15.213 11.550 11.172
O 5.633 8.280 13.921
O 12.975 5.607 13.720
O 13.941 12.065 11.158
O 9.429 11.643 6.471
O 11.269 11.700 15.049
O 11.862 6.375 15.559
O 11.392 11.874 7.720
O 10.666 5.032 13.934
Cl 6.275 6.970 13.940
*
```

***

Formula: ClCuO8PPb
Source: the OMol25 dataset
Level of theory: ωB97M-V/def2-TZVPD

Summary:
E_HOMO ... -2.87 eV
Calculated total energy ... -88069.077 eV

Structure (ORCA input):
```
! RIJCOSX wB97M-V def2-TZVPD def2/J DEFGRID3
* xyz -1 1
O 10.179 2.416 2.817
Pb 10.827 -1.432 1.460
O 12.706 2.762 3.090
O 11.879 0.627 1.847
O 13.013 -3.308 4.087
O 13.441 -1.696 2.447
O 11.828 -1.318 4.065
P 11.607 1.990 2.452
O 11.095 2.900 1.232
Cl 13.177 -1.885 3.869
Cu 10.706 -4.444 3.598
O 14.056 -1.203 4.757
*
```

***

Formula: ClF2HSi
Source: the OMol25 dataset
Level of theory: ωB97M-V/def2-TZVPD

Summary:
Energy relative to the best compared isomer or geometry (same formula, charge and spin) ... 55.85 kcal/mol
E_HOMO ... -10.70 eV
Calculated total energy ... -25853.456 eV

Structure (ORCA input):
```
! RIJCOSX wB97M-V def2-TZVPD def2/J DEFGRID3
* xyz 0 1
F 2.480 0.566 -0.914
H 1.587 0.420 -0.673
Si -1.779 0.367 0.401
Cl -2.162 -1.556 0.914
F -0.126 0.203 0.273
*
```

***

no.,lowest unoccupied orbital energy (eV)
1,0.7
2,7.2
3,0.1
4,-1.0